#P
The following is a DFT calculation (wB97M-V/def2-TZVPD) of a cluster of 2 separate species, CH5N3O2S in total.

Results
HOMO level in eV: -8.203

```
! wB97M-V def2-TZVPD RIJCOSX def2/J DEFGRID3
* xyz 0 1
H -1.2363 -1.3647 0.0520
H 1.8737 0.4562 2.0526
H -0.8990 -0.9076 -2.1747
H 0.7142 -0.3446 -1.9060
O 1.8803 1.4173 2.1879
H -0.2581 1.7143 1.8331
C -0.2547 -0.9518 -0.2323
S 1.7223 2.1475 0.7349
N -0.1596 1.8622 0.8080
N -0.1226 -0.7807 -1.5499
O 0.6107 -0.7318 0.5863
N -0.9390 1.7504 -0.0379
*
```

#Q
The following is a DFT calculation (wB97M-V/def2-TZVPD) of an isolated molecule of CH5N3O2S.

Results
HOMO level in eV: -8.767

```
! wB97M-V def2-TZVPD RIJCOSX def2/J DEFGRID3
* xyz 0 1
H 0.8898 2.0680 0.8925
N 0.4191 0.1417 0.7765
N 1.0301 1.2122 0.3524
O 1.6878 3.1030 -1.0494
H -0.5321 -2.6389 0.1631
N -0.8502 -1.8474 0.6077
H -0.9699 -1.8257 1.6394
C -0.0263 -0.7701 0.0806
H -0.0005 -0.8786 -1.0260
H -0.7261 2.8916 -1.0966
O -0.4950 2.0636 -1.4425
S 1.1077 1.8090 -1.2491
*
```

Which structure wins on stability? #Q wins.

#P
The following is a DFT calculation (wB97M-V/def2-TZVPD) of a structure of composition C22H25NO.

Results
HOMO level in eV: -8.035

```
! wB97M-V def2-TZVPD RIJCOSX def2/J DEFGRID3
* xyz 0 1
H -1.7115 -0.4366 2.0457
C 3.0025 -1.2264 0.3215
H 2.7861 4.4610 -0.1177
C -4.2291 -0.6157 0.7309
C -1.4066 0.1884 1.4835
H -3.8882 -0.4717 -1.8292
C -6.2364 -0.2280 -0.5356
H -1.7399 1.1424 1.9409
H 3.8092 -4.6166 -1.6283
C 4.0989 -3.3947 0.0980
C -3.9792 0.5551 -1.3407
H 3.0022 -0.6175 2.9077
H 4.9430 4.4781 -1.3862
O 3.3703 0.0281 2.4456
H -5.7037 1.3857 -2.1397
N -3.3852 0.2231 0.0895
C 5.1031 2.1400 -0.9504
H -6.3355 -0.9352 -1.1548
H -7.3126 0.3491 -0.1616
H -1.5339 0.5102 -0.6615
C 4.4287 1.0452 -0.2815
H 1.7992 2.4461 0.9762
C 2.2407 -1.3922 -0.7947
H -1.6825 -0.9965 -0.2706
C 2.6908 -2.7577 -1.4362
C -5.3952 1.1249 -1.0491
H 4.9884 0.1373 -0.1971
H 1.6680 -0.7075 -1.3628
H -6.1761 -1.1107 1.4476
C 3.3905 -3.5281 -0.8789
H -4.1292 -1.5589 -0.1528
C -2.0503 0.0364 -0.0312
H -5.4781 1.8866 -0.3936
H 4.3714 -1.9255 1.6239
C 2.7619 2.5044 0.4469
C 3.3676 1.3783 0.2965
C 0.1155 0.0271 1.1770
C 2.8913 0.1114 1.0365
C -5.7304 -0.3109 0.8136
H 6.0120 2.0704 -1.7548
H 5.0756 -4.1265 0.4310
C 4.4734 3.5307 -0.9816
H -3.4379 1.3345 -1.5351
H -3.7851 -0.9972 1.8539
C 3.2625 3.5350 -0.3292
H -5.7762 0.5553 1.7328
H 2.2226 -3.0156 -2.4862
C 1.3323 0.1166 1.1371
C 3.8950 -2.3315 0.8046
*
```

#Q
The following is a DFT calculation (wB97M-V/def2-TZVPD) of an isolated molecule of C22H25NO.

Results
HOMO level in eV: -8.543
SMILES: OC(CC#CCN1CCCCC1)(c1ccccc1)c1ccccc1

```
! wB97M-V def2-TZVPD RIJCOSX def2/J DEFGRID3
* xyz 0 1
H -0.6198 0.2250 -2.1282
C 3.2107 1.0261 0.9426
C 2.5265 -2.0018 -1.1554
H 2.7508 0.6117 1.8408
H 2.8936 2.0657 0.8400
H -3.5518 0.6177 -1.5523
C -0.9690 2.9280 0.5833
H -2.0258 -1.5924 -1.8184
H -6.1013 -1.6235 2.0208
C -1.4703 1.6597 0.8065
C -6.2109 -0.4132 0.2585
H -1.9892 1.4564 1.7351
H 5.0793 1.4505 1.9490
C -0.7255 0.9696 -1.3562
H 0.2541 2.4645 -2.5229
N 3.1230 -1.1612 -0.1291
H 0.0588 4.2114 -0.7894
H 3.1389 0.6752 -1.1895
H 4.7136 -0.9936 2.0156
C -5.5452 -1.1309 1.2364
C 2.7279 0.2275 -0.2624
C 5.1248 -0.5424 1.1114
H 1.6383 0.2676 -0.3215
H 6.2112 -0.6480 1.1345
C -1.9147 -0.7143 0.1738
C 4.7280 0.9288 1.0565
C -4.1647 -1.2223 1.2117
H 2.8812 -3.0271 -1.0031
C -0.1180 -1.9305 -0.9983
H -7.2885 -0.3409 0.2767
C -5.4897 0.2113 -0.7457
C 1.0778 -1.9839 -1.0628
C -1.3400 0.6569 -0.1511
H 5.0263 -0.8792 -1.0233
H -1.9596 -2.7505 -0.4743
C -0.2261 2.2420 -1.5813
C -1.5548 -1.8104 -0.8573
H -1.2933 -0.4539 2.0153
H 5.1910 1.4008 0.1858
C -3.4368 -0.5929 0.2125
C -4.1100 0.1226 -0.7702
H 4.8234 -2.3446 -0.0318
H -3.6384 -1.7863 1.9677
C -0.3364 3.2222 -0.6123
O -1.4069 -1.1922 1.4084
C 4.5657 -1.2835 -0.0996
H -6.0042 0.7716 -1.5128
H 2.8238 -1.6823 -2.1761
H -1.0779 3.6888 1.3422
*
```

Which structure wins on stability? #Q wins.

#P
The following is a DFT calculation (wB97M-V/def2-TZVPD) of an isolated molecule of C6H11FO.

Results
HOMO level in eV: -9.815
SMILES: C[C@@H]1CC[C@@H](CF)O1

```
! wB97M-V def2-TZVPD RIJCOSX def2/J DEFGRID3
* xyz 0 1
C -0.2470 2.6260 0.1032
C 0.8826 -0.4028 -0.5052
H -0.3837 1.1388 2.2546
H 1.4963 -2.5344 -0.5052
H 1.7839 0.0792 -0.9461
H 0.7329 2.7636 0.4656
C 0.6738 -1.7964 -0.9631
C -0.4691 0.4693 1.4373
H -1.2075 -0.3742 1.8022
C 0.8710 -0.2309 1.0054
H 1.7109 0.3260 1.3682
O -0.3628 0.2943 -0.9553
H 0.5772 -2.1451 -2.0265
H 0.8562 -1.0866 1.6694
H -1.9006 1.1451 -0.1113
F -0.5818 -2.1118 -0.3839
H -0.7624 3.1660 0.9194
H -0.4058 3.1172 -0.8601
C -0.7710 1.1775 0.1003
*
```

#Q
The following is a DFT calculation (wB97M-V/def2-TZVPD) of an isolated molecule of C6H11FO.

Results
HOMO level in eV: -9.909
SMILES: C[C@H](O)[C@H]1CC[C@H]1F

```
! wB97M-V def2-TZVPD RIJCOSX def2/J DEFGRID3
* xyz 0 1
H -0.6998 -1.9295 2.1175
H -1.5336 1.3475 0.5163
C 0.2582 -0.6284 -0.5551
C -0.7038 -1.0576 1.5108
H 1.2403 1.6333 0.0646
H 1.1674 0.2890 1.1858
H 0.5976 -0.9387 -1.6019
C -0.2026 0.8636 -0.8460
H 1.9172 0.8694 -1.7113
C 0.7950 -0.6408 0.8427
H 1.5699 -1.5027 1.0180
C -0.8394 -1.5083 -0.1014
F -2.0391 -1.0805 -0.5273
H -0.6273 -2.6213 -0.0584
H -1.5279 -0.2591 1.8088
H -0.9891 1.1628 -1.5649
O -0.5775 1.7477 0.4038
H 1.0418 2.6945 -1.3985
C 1.1526 1.5591 -1.1035
*
```

Which structure wins on stability? #P wins.

#P
The following is a DFT calculation (wB97M-V/def2-TZVPD) of a cluster of 2 separate species, C5H13NOS in total.

Results
HOMO level (spin up / spin down) in eV: -7.464 / -7.464

```
! wB97M-V def2-TZVPD RIJCOSX def2/J DEFGRID3
* xyz 0 1
C 2.0504 2.0281 -1.4429
C -0.7958 -0.6627 -0.5972
H 2.1515 1.1336 -2.1424
O 0.8715 2.4100 0.7217
H -2.0961 1.7092 0.5969
H 3.0581 2.5160 -1.2142
H -1.6894 -1.1586 -1.1854
C -0.8791 -1.1032 0.8763
H 0.0421 -3.0785 1.3314
H 0.0250 -1.0731 -1.0667
H 1.7824 0.5785 0.0957
C -1.0110 -2.6412 1.0139
H -1.5592 -2.9482 1.8956
H -0.0951 -0.6964 1.4665
S -1.6259 1.9067 -0.6172
C 1.4930 1.6129 -0.1383
H 1.3026 2.7584 -1.7926
H -1.2489 -3.1874 0.0312
N -0.6644 0.7387 -1.0037
H -1.9187 -0.6129 1.2379
H -0.1852 2.5874 0.4346
*
```

#Q
The following is a DFT calculation (wB97M-V/def2-TZVPD) of an isolated molecule of C5H13NOS.

Results
HOMO level in eV: -8.733
SMILES: CN[C@H](CO)CCS

```
! wB97M-V def2-TZVPD RIJCOSX def2/J DEFGRID3
* xyz 0 1
H -0.2879 -0.3655 1.9503
C -0.8405 -2.5239 -0.5165
H 1.1458 -1.9706 -0.4828
H -1.4735 -2.3103 -1.3866
H 1.5569 0.5434 0.4373
H -0.3285 -1.6053 -2.7517
H -1.0198 1.8093 3.4278
S -0.0410 2.0617 2.5553
C -0.3101 0.6542 1.5354
H 0.4579 1.0121 -2.5433
C 0.0659 -0.2440 -0.7591
C 0.5023 0.8010 0.2400
H -0.5416 -3.5807 -0.4385
H -1.0621 -0.1554 -0.8500
H 1.7026 -0.2685 -2.1756
O 0.0782 -0.8399 -3.1741
H 0.3653 1.8277 -0.1146
H -1.4178 0.5193 1.3153
C 0.6443 0.0181 -2.1595
H -1.6893 -2.5464 0.1955
N 0.2339 -1.6124 -0.2355
*
```

Which structure wins on stability? #Q wins.

#P
The following is a DFT calculation (wB97M-V/def2-TZVPD) of a cluster of 2 separate species, C5H13NOS in total.

Results
HOMO level in eV: -8.319
SMILES: CCC(N)=O.CSC

```
! wB97M-V def2-TZVPD RIJCOSX def2/J DEFGRID3
* xyz 0 1
N -1.0985 -0.6632 0.8816
H 1.4742 0.0946 -2.6373
C -0.2373 -0.6438 3.3445
H -0.4061 2.8125 -3.0166
H 0.3846 1.7281 -1.9562
C 0.2537 -0.3590 0.9691
H -1.0668 -0.0068 3.6833
H -1.4635 -0.7917 -0.0671
H -1.7186 -1.1526 1.6461
H -0.5201 -1.7970 3.0516
H 0.4623 -1.3826 -2.4922
O 1.1808 -0.3329 0.1979
C 0.7372 -0.5915 -3.1466
H 1.1803 -0.9327 -4.1140
C 0.6875 -0.0284 2.3905
H 0.4039 -0.9179 4.2001
H -1.3899 1.7986 -1.7263
C -0.5593 1.8655 -2.4534
S -0.6040 0.4080 -3.7600
H 1.7907 -0.1556 2.5568
H 0.5091 1.0483 2.4480
*
```

#Q
The following is a DFT calculation (wB97M-V/def2-TZVPD) of an isolated molecule of C5H13NOS.

Results
HOMO level in eV: -8.343
SMILES: CSCC[C@@H](N)CO

```
! wB97M-V def2-TZVPD RIJCOSX def2/J DEFGRID3
* xyz 0 1
H -2.4013 1.6013 -0.1249
C 2.5271 -1.5894 1.5650
C -0.1248 -0.5482 1.4555
S 1.3908 -0.7103 2.4683
C -1.1539 0.0638 -0.7781
H -0.2052 0.5118 -2.8023
O -0.3575 2.2272 -1.5754
H -1.4291 -0.9420 -1.1063
H 2.5951 -1.4645 0.4627
C -0.8294 0.9253 -1.9623
H -1.7244 1.1635 -2.5434
H 2.5193 -2.6872 1.5900
H -0.6001 0.2241 2.0408
H -0.6902 -1.4930 1.3743
N -2.3245 0.5873 -0.0658
H 0.8055 -0.6716 -0.5375
H -2.3678 0.4370 0.9346
H 3.5241 -1.2552 1.8934
H -0.0318 2.6245 -2.3768
H 0.6624 0.9882 -0.0271
C 0.2156 0.0072 0.1154
*
```

Which structure wins on stability? #Q wins.